A molecular structure, C13H25BF2IrN6O2PS2. Source: OMol25; level of theory: wB97M-V/def2-TZVPD.

CARTESIAN COORDINATES (ANGSTROEM)
H: -0.01 5.45 1.06
C: 3.78 -3.29 0.41
C: 1.37 5.72 -1.33
N: -1.24 -0.25 -4.81
H: -3.18 -3.49 1.20
N: 4.74 -1.29 3.12
N: 4.04 -4.24 -0.18
Ir: -0.01 0.31 -0.51
H: -2.03 1.62 1.05
H: -3.73 -2.95 -0.41
H: -0.42 -5.22 0.09
H: 1.47 6.36 1.35
H: -1.78 -2.42 -2.52
H: 3.48 4.06 0.89
H: 0.29 5.81 -1.46
H: -2.24 -0.17 -4.69
S: 1.51 -0.10 1.64
O: -1.11 -1.62 0.24
H: 3.65 5.68 0.22
C: 4.17 -1.68 2.18
O: -0.99 0.34 -2.65
H: -0.32 -4.22 1.55
C: 1.71 4.83 -0.13
N: -2.03 1.09 0.19
C: 1.07 5.37 1.16
H: -3.15 -4.62 -0.17
H: -0.11 -2.96 -2.30
N: 0.86 0.19 -3.97
H: 1.78 6.71 -1.14
N: 0.76 2.43 -0.54
H: 1.28 -0.16 -4.82
H: -0.89 -0.28 -5.75
F: -0.59 -0.29 3.34
H: -2.51 1.63 -0.53
C: 2.21 -1.37 0.64
H: 0.81 -3.95 0.21
C: -3.01 -3.58 0.12
P: -1.34 -3.04 -0.26
H: -1.42 -4.16 -2.38
C: 3.23 4.69 0.04
C: -0.21 -4.22 0.47
C: 3.42 -2.11 1.08
S: 1.91 -1.18 -1.03
B: 0.30 -1.00 2.68
C: -1.15 -3.16 -2.04
H: -2.56 0.24 0.35
H: 1.81 5.33 -2.25
H: 1.46 0.32 -3.17
F: 0.40 -2.29 2.91
H: 3.70 4.28 -0.85
H: 1.30 4.73 2.01
C: 1.17 3.48 -0.37
C: -0.47 0.10 -3.76

Summary:
total charge: +1
energy above the lowest of the compared OMol25 structures with the same formula, charge and spin: 27.4 kcal per mole
2S+1: 6
frontier orbital gap (spin up / spin down): 6.77 / 6.70 eV
calculated total energy: -2455.920206 Ha
LUMO (spin up / spin down): -2.406 / -4.935 eV
HOMO energy (spin up / spin down): -9.17 / -11.63 eV
max |F|: 0.009 Eh/bohr

Atomic partial charges in e from the Löwdin method, atoms 1 to 4:
1. H 0.092
2. C -0.222
3. C -0.032
4. N 0.185



A molecular structure, C13H25CrN2 in a non-equilibrium geometry. Source: OMol25; level of theory: wB97M-V/def2-TZVPD.

CARTESIAN COORDINATES (ANGSTROEM)
H: 0.44 3.92 0.35
H: -0.36 4.34 1.89
H: -0.14 0.14 2.57
H: -3.32 -1.37 2.42
H: -1.11 1.48 3.40
H: 2.48 -2.74 0.27
C: 0.92 -0.34 -2.04
H: 2.16 1.46 -1.45
C: 1.19 1.00 -1.57
C: 0.36 3.64 1.41
H: -1.37 -1.11 3.02
C: -2.26 1.22 0.75
N: -0.27 2.33 1.63
H: 0.14 -3.60 0.02
C: -1.12 0.74 -1.81
H: -1.05 -1.37 -2.54
H: -0.28 -1.33 1.68
C: -0.08 1.67 -1.41
H: -0.23 2.67 -0.99
H: -2.19 0.92 -1.82
H: -0.22 -3.14 1.79
H: 1.34 3.70 1.91
H: 1.66 -1.07 -2.37
C: 0.49 -3.12 0.94
C: -1.68 2.54 1.29
C: -3.34 -0.39 1.93
C: 1.74 -2.64 1.08
H: 2.11 -2.25 2.04
Cr: 0.13 -0.15 -0.07
H: -0.33 3.07 3.56
C: -0.24 2.08 3.09
C: -0.90 -0.56 2.18
C: -0.52 -0.50 -2.15
H: -1.69 1.27 -0.15
H: -2.22 2.99 2.16
H: -4.12 -0.30 1.13
H: -1.73 3.22 0.41
H: 0.70 1.61 3.43
H: -3.29 1.35 0.35
H: -3.47 0.44 2.67
N: -2.08 -0.04 1.37

Summary:
total charge: +2
energy above the lowest of the compared OMol25 structures with the same formula, charge and spin: 0.0 kcal per mole
2S+1: 4
frontier orbital gap (spin up / spin down): 5.95 / 7.48 eV
calculated total energy: -1663.490722 Ha
LUMO (spin up / spin down): -9.588 / -8.052 eV
HOMO energy (spin up / spin down): -15.54 / -15.54 eV
max |F|: 0.061 Eh/bohr

Atomic partial charges in e from the Löwdin method, atoms 1 to 4:
1. H 0.088
2. H 0.111
3. H 0.050
4. H 0.107



A single C13H25F3N4O molecule in a non-equilibrium geometry. Source: OMol25; level of theory: wB97M-V/def2-TZVPD.

CARTESIAN COORDINATES (ANGSTROEM)
H: -1.03 1.48 2.01
N: -3.31 -3.37 2.22
H: 2.61 -0.08 -1.48
H: -1.27 -4.24 -0.10
H: 0.42 0.02 -3.16
H: -0.03 -0.32 0.69
H: 1.72 -0.39 2.70
H: 0.28 0.44 3.69
C: -0.26 4.37 -2.48
H: 1.95 2.08 -2.32
H: -3.98 -2.57 2.42
C: -0.42 0.47 -2.44
H: -1.21 2.72 -1.35
H: -1.24 -3.05 -1.57
H: 0.75 -2.05 -2.33
C: -0.98 -3.13 -0.41
H: -1.25 -0.35 -2.46
F: 0.97 5.10 -2.01
H: 1.31 2.79 2.38
N: -1.86 -2.20 0.39
C: 1.36 -1.97 -1.33
C: 0.63 -2.93 -0.20
O: -0.66 1.78 -3.11
F: -0.52 4.64 -3.92
C: 1.32 0.63 3.17
H: 2.41 -2.49 -1.55
N: -1.14 -2.38 2.87
H: -2.79 -2.03 -0.06
H: 1.69 2.73 -0.63
H: -3.10 -3.80 3.16
C: 1.23 1.70 1.92
C: -2.01 -2.63 1.84
F: -1.39 5.02 -1.73
C: -0.24 1.67 1.14
C: 1.14 2.11 -1.45
H: 1.12 -4.01 -0.34
N: -0.40 0.53 0.17
C: 0.49 0.64 -1.05
H: 2.15 0.99 3.94
H: -0.34 -1.85 2.47
H: -0.51 2.73 0.71
H: 2.14 1.59 1.18
C: 1.69 -0.45 -0.82
H: 0.95 -2.57 0.86
H: 2.11 -0.49 0.29
C: -0.26 2.78 -2.07

Summary:
2S+1: 1
frontier orbital gap: 9.52 eV
calculated total energy: -1103.896665 Ha
LUMO: 0.597 eV
HOMO energy: -8.92 eV
max |F|: 0.110 Eh/bohr

Atomic partial charges in e from the Löwdin method, atoms 1 to 4:
1. H 0.127
2. N 0.020
3. H 0.125
4. H 0.122



A molecular structure, C13H25F3NO4P2Pd in a non-equilibrium geometry. Source: OMol25; level of theory: wB97M-V/def2-TZVPD.

CARTESIAN COORDINATES (ANGSTROEM)
C: -1.23 -4.75 0.24
H: 3.72 0.49 -1.76
H: -0.67 -1.01 -3.21
C: 0.09 2.86 0.32
C: -2.64 -1.43 -0.94
F: 1.43 4.67 -0.73
C: 0.62 -0.62 3.23
H: -1.51 -5.79 0.31
C: 0.36 -2.98 0.62
H: -0.35 -1.11 3.17
P: 1.47 -0.69 1.65
H: 2.55 -2.57 0.33
H: -3.37 -1.14 -0.16
H: -0.82 0.73 -3.49
H: 1.23 -1.10 3.99
H: -1.30 0.58 0.24
H: -3.13 1.70 -0.28
H: 3.25 -3.19 -1.20
H: 3.69 -1.63 -0.86
O: 3.27 -0.14 -1.17
H: 0.90 -0.32 -1.61
H: 0.74 -5.04 1.13
P: -1.71 0.13 -1.30
C: 1.65 -2.47 1.18
H: 3.68 -0.54 2.58
H: -3.11 -4.08 -0.62
O: 3.63 -2.62 -0.52
C: -1.34 -0.15 -3.08
H: -3.16 -1.78 -1.86
C: 0.42 4.42 0.15
H: -3.72 1.31 -1.96
H: 3.59 0.17 0.93
C: -2.85 1.53 -1.33
H: 2.24 -0.04 -1.33
O: 0.94 2.09 -0.23
H: -2.29 2.40 -1.71
N: -0.50 -2.10 0.07
O: -0.94 2.55 0.95
C: 0.05 -4.36 0.65
Pd: 0.26 0.04 -0.13
F: -0.68 5.10 -0.29
H: 2.91 1.06 2.32
H: -2.25 -0.33 -3.67
H: 2.04 -3.07 2.02
C: -2.11 -3.81 -0.29
C: 3.08 0.06 1.89
H: 0.49 0.43 3.48
F: 0.78 4.94 1.36
C: -1.69 -2.47 -0.39

Summary:
total charge: +1
2S+1: 5
frontier orbital gap (spin up / spin down): 3.87 / 3.95 eV
calculated total energy: -1975.775398 Ha
LUMO (spin up / spin down): -3.569 / -7.889 eV
HOMO energy (spin up / spin down): -7.44 / -11.84 eV
max |F|: 0.057 Eh/bohr

Atomic partial charges in e from the Löwdin method, atoms 1 to 4:
1. C -0.025
2. H 0.090
3. H 0.031
4. C -0.542